[1]
C42H39N3O6 | the ωB97M-V functional and the def2-TZVPD basis

Summary:
* max |F|: 0.049 hartree/bohr
* SMILES: O=[N+]([O-])c1ccccc1.O=[N+]([O-])c1ccccc1.O=[N+]([O-])c1ccccc1.c1ccccc1.c1ccccc1.c1ccccc1.c1ccccc1
* energy: -60932.5787 eV
* E_LUMO: -0.7908 eV

The geometry in XYZ format:
```
90
Properties=species:S:1:pos:R:3:forces:R:3:mulliken_charge:R:1
O 2.113 -3.418 4.626 0.1 0.0 0.0 -0.5880
N 1.338 -3.242 5.545 0.0 -0.3 -0.5 0.9883
O 1.571 -3.510 6.702 -0.2 0.0 0.3 -0.5966
C 0.024 -2.671 5.188 0.6 0.7 0.0 0.1891
C -1.020 -2.770 6.074 -1.0 -0.1 -0.8 -0.6833
C -2.239 -2.195 5.653 0.7 0.4 0.5 -0.5259
C -2.271 -1.358 4.553 0.3 -0.5 -0.5 -1.0437
C -1.139 -1.172 3.719 -2.0 -0.3 1.5 -0.1391
C -0.017 -1.897 4.023 0.2 0.3 -0.7 -0.1923
H -0.942 -3.344 6.983 0.1 0.0 0.0 0.4609
H -3.138 -2.280 6.246 0.1 -0.2 0.1 0.3960
H -3.223 -0.911 4.300 0.1 0.2 -0.1 0.4983
H -1.286 -0.442 2.937 0.6 -0.3 -0.4 0.6415
H 0.800 -1.813 3.320 0.4 -0.3 0.4 0.5462
O 0.304 -0.064 -5.350 0.2 0.0 -0.1 -0.5880
N 1.436 -0.213 -5.778 -0.6 -0.2 0.6 1.0155
O 1.724 -0.902 -6.734 0.1 0.1 0.1 -0.6140
C 2.511 0.516 -5.083 1.3 0.2 -1.4 0.0187
C 2.244 1.459 -4.132 -0.4 0.7 0.7 0.0131
C 3.265 2.316 -3.716 0.2 0.5 -0.8 -0.3370
C 4.490 2.293 -4.360 0.3 -0.4 0.2 -0.5454
C 4.787 1.289 -5.281 -0.2 -0.3 0.4 -0.5321
C 3.797 0.400 -5.649 -0.4 -0.3 0.5 -0.3617
H 1.247 1.623 -3.746 0.0 -0.3 0.0 0.3536
H 3.101 3.136 -3.032 -0.4 -0.3 0.2 0.2955
H 5.261 3.016 -4.123 -0.1 0.0 0.1 0.3835
H 5.803 1.156 -5.628 -0.1 0.1 -0.3 0.3812
H 3.983 -0.420 -6.327 0.0 0.1 -0.2 0.4637
O 0.932 1.715 3.980 0.2 -0.4 0.5 -0.6264
N 0.124 2.062 3.147 0.5 0.5 0.6 1.0547
O 0.423 2.363 2.022 -0.2 0.2 -1.0 -0.4856
C -1.263 2.171 3.566 -1.1 -0.6 -0.5 -0.3888
C -1.594 1.816 4.850 0.5 0.5 1.6 0.1070
C -2.904 1.853 5.306 -0.2 0.3 -1.1 -0.7990
C -3.884 2.081 4.355 -1.2 0.7 -0.7 -0.3802
C -3.596 2.445 3.030 1.3 -0.3 0.9 -0.8198
C -2.260 2.495 2.652 -0.3 0.6 -0.5 0.3045
H -0.809 1.647 5.577 0.1 -0.2 -0.2 0.4714
H -3.172 1.812 6.350 0.2 -0.5 0.1 0.4409
H -4.944 2.119 4.592 0.2 -0.1 0.5 0.3943
H -4.341 2.800 2.337 -0.2 -0.3 0.0 0.4768
H -2.062 2.920 1.677 0.4 -0.4 0.0 0.2879
C 3.858 1.476 1.254 0.2 0.3 -1.5 -0.6687
C 4.239 1.555 -0.092 0.0 0.0 0.4 -0.3515
C 4.114 0.456 -0.925 0.4 -0.3 0.7 -0.3858
C 3.571 -0.718 -0.406 -0.3 0.1 -0.6 -0.5739
C 3.111 -0.792 0.907 0.2 0.0 -0.8 -0.4563
C 3.276 0.309 1.720 0.0 0.5 1.1 -0.0619
H 4.061 2.373 1.823 -0.4 -0.2 0.5 0.3707
H 4.662 2.482 -0.463 0.1 0.0 0.0 0.4325
H 4.585 0.455 -1.899 -0.4 0.1 -0.2 0.5049
H 3.443 -1.531 -1.112 0.0 -0.3 0.3 0.3542
H 2.641 -1.701 1.256 0.0 0.0 0.1 0.4812
H 2.957 0.297 2.757 0.0 -0.2 0.0 0.3898
C -1.989 -0.429 -2.092 1.1 0.0 0.0 -0.6623
C -2.257 -1.196 -0.974 0.3 -0.4 0.0 -0.5203
C -1.441 -1.121 0.158 -0.2 0.3 0.2 -0.8133
C -0.405 -0.191 0.249 -0.4 -0.9 -0.9 -0.0009
C -0.119 0.536 -0.906 0.2 0.9 0.2 -0.0548
C -0.875 0.425 -2.056 -1.0 -0.3 0.0 -0.4400
H -2.494 -0.615 -3.030 -0.3 0.2 0.1 0.4050
H -3.029 -1.953 -1.035 -0.1 0.0 0.2 0.3133
H -1.616 -1.808 0.978 -0.1 0.1 0.0 0.4059
H 0.205 -0.170 1.141 0.2 0.3 -0.1 0.4959
H 0.656 1.292 -0.960 0.3 -0.3 0.4 0.4801
H -0.650 1.044 -2.914 0.1 -0.1 0.0 0.3973
C 1.685 4.935 -1.430 -0.7 -1.1 0.2 -0.4932
C 1.011 4.007 -0.628 0.2 -0.2 -0.2 -0.1544
C -0.375 4.025 -0.543 0.1 0.5 -0.3 -0.0425
C -1.066 4.950 -1.313 -0.6 -0.6 -0.4 -0.4299
C -0.422 5.797 -2.195 -0.1 0.5 0.5 -0.6801
C 0.959 5.821 -2.211 1.0 0.1 -0.2 -0.3277
H 2.756 4.814 -1.527 0.1 0.4 0.1 0.4850
H 1.567 3.200 -0.164 0.0 0.2 0.3 0.4682
H -0.921 3.333 0.078 0.2 -0.1 -0.1 0.0997
H -2.150 4.905 -1.366 0.0 0.1 0.3 0.3567
H -1.035 6.488 -2.760 0.2 0.0 -0.3 0.3807
H 1.562 6.476 -2.831 -0.5 0.2 -0.2 0.3669
C -2.833 -7.417 -2.964 0.2 -0.4 0.2 -0.2420
C -2.790 -6.358 -3.856 0.3 0.3 -0.2 -0.4425
C -3.156 -5.085 -3.448 -1.0 -0.3 0.6 -0.3077
C -3.749 -4.920 -2.183 1.3 0.3 -0.3 -0.3999
C -3.736 -5.973 -1.283 -0.8 -0.8 0.3 -0.3020
C -3.301 -7.234 -1.670 0.0 0.3 -0.7 -0.4063
H -2.453 -8.393 -3.244 -0.2 0.0 -0.2 0.3344
H -2.486 -6.510 -4.885 0.3 -0.1 0.1 0.3431
H -3.089 -4.235 -4.111 0.0 0.0 -0.1 0.3775
H -4.053 -3.919 -1.909 -0.2 -0.1 0.2 0.3496
H -4.183 -5.977 -0.294 0.0 0.8 0.0 0.3364
H -3.424 -8.083 -1.012 0.3 0.0 0.1 0.3528
```
Forces are in eV/Å.

[2]
C42H39N5O4SSb2Y | the ωB97M-V functional and the def2-TZVPD basis

Summary:
* max |F|: 0.028 hartree/bohr
* total charge: +1
* energy: -84774.5050 eV
* E_LUMO: -3.5885 eV
* relative energy (zero: lowest compared OMol25 entry of this formula, charge and spin): 1.282 eV

The geometry in XYZ format:
```
94
Properties=species:S:1:pos:R:3:forces:R:3:mulliken_charge:R:1
Y -1.797 0.472 -0.870 -0.6 -1.1 -0.2 -0.5625
C -3.684 4.566 -1.545 0.0 -0.1 0.2 -1.9112
C -2.897 3.299 -1.630 -0.3 0.0 1.1 0.6499
N -2.763 2.486 -0.617 -0.6 0.9 -0.6 1.4916
N -3.372 2.803 0.541 -0.4 1.2 0.5 -1.6091
C -3.489 1.899 1.484 0.3 -0.4 -0.5 0.7131
N -4.089 2.291 2.615 -0.1 0.1 0.3 -0.3827
S -2.978 0.236 1.457 -0.3 -0.3 0.5 -0.5175
C -2.343 2.853 -2.910 0.3 -0.2 -0.8 0.6298
C -2.467 3.605 -4.083 0.0 -0.1 0.5 -0.9906
C -2.068 3.060 -5.290 0.1 -0.2 0.1 -0.5247
C -1.552 1.772 -5.313 -0.1 0.2 0.1 -1.0986
C -1.413 1.104 -4.109 0.2 -0.2 -0.2 -0.1791
N -1.776 1.625 -2.939 -0.3 0.6 -0.3 0.4709
H -4.114 4.628 -0.548 0.0 0.1 -0.1 0.3565
H -3.060 5.443 -1.713 0.1 0.0 -0.1 0.3921
H -4.482 4.569 -2.285 0.0 0.0 -0.1 0.4222
H -4.477 3.216 2.679 0.0 0.1 -0.1 0.2423
H -4.297 1.615 3.328 0.0 0.0 0.0 0.2168
H -2.875 4.600 -4.048 -0.1 0.1 0.0 0.5351
H -2.161 3.632 -6.200 0.0 0.0 -0.1 0.4409
H -1.264 1.297 -6.235 0.1 -0.1 -0.1 0.4785
H -0.997 0.102 -4.079 0.0 0.0 0.0 0.5662
O -3.945 0.008 -1.542 -0.2 -0.2 -0.1 -0.3021
C -4.482 -1.109 -1.555 -0.2 0.1 0.0 -0.6268
C -3.816 -2.367 -1.640 0.9 -0.2 0.0 1.1578
C -4.581 -3.541 -1.567 0.0 -0.2 0.0 -0.6360
C -3.975 -4.769 -1.653 0.4 0.8 -0.1 -0.6226
C -2.584 -4.877 -1.825 -0.4 -0.1 0.0 -0.5278
C -1.818 -3.754 -1.913 0.1 0.4 0.0 -0.4851
C -2.389 -2.456 -1.820 -0.6 -0.9 -0.1 0.2875
O -1.634 -1.413 -1.904 0.2 0.3 -0.1 0.0495
N -4.773 -5.972 -1.601 -0.1 -0.1 0.0 1.0501
O -4.187 -7.029 -1.667 0.1 -0.4 0.0 -0.6255
O -5.972 -5.839 -1.506 -0.4 -0.1 0.1 -0.6228
H -5.580 -1.164 -1.483 0.1 0.1 -0.1 0.3058
H -5.653 -3.488 -1.439 -0.1 0.0 0.0 0.5567
H -2.153 -5.864 -1.896 0.1 0.0 0.0 0.5609
H -0.749 -3.830 -2.054 0.0 0.0 0.0 0.2495
C 1.142 0.484 -1.787 -0.2 -0.6 -0.2 0.3657
C 2.261 1.126 -0.994 0.1 0.0 0.3 1.1908
C 1.781 2.318 -0.189 -0.1 -0.1 0.3 -1.8176
Sb 0.347 1.747 1.370 1.4 0.2 0.4 0.8484
C 1.314 0.178 2.537 -0.3 0.2 -0.5 1.3338
C 0.528 -0.274 3.590 -0.1 0.2 0.0 -1.1291
C 1.061 -1.096 4.565 0.0 0.0 0.1 -0.6249
C 2.382 -1.501 4.483 0.0 0.0 0.1 -0.7803
C 3.163 -1.073 3.425 0.1 -0.1 -0.1 -0.7943
C 2.638 -0.224 2.462 0.0 0.0 -0.2 -0.5252
C 1.204 3.030 2.874 -0.7 0.0 -0.4 0.7907
C 2.581 3.065 3.015 0.1 0.0 -0.2 -0.1675
C 3.149 3.733 4.083 0.1 0.0 0.0 -0.8411
C 2.340 4.357 5.020 0.0 0.1 0.0 -0.5450
C 0.963 4.328 4.874 0.0 0.1 0.2 -0.5608
C 0.395 3.658 3.802 -0.2 0.1 -0.1 -0.5792
Sb 1.379 -1.666 -2.216 0.9 -0.1 0.2 1.2154
C 3.532 -1.557 -1.897 -0.7 -0.1 0.0 0.0833
C 4.122 -1.650 -0.644 0.0 -0.1 0.2 0.1952
C 5.493 -1.518 -0.504 0.0 0.0 0.1 -0.6780
C 6.288 -1.297 -1.614 0.1 0.1 -0.1 -0.5862
C 5.707 -1.197 -2.866 0.1 0.1 -0.1 -0.6330
C 4.335 -1.323 -3.002 -0.1 -0.1 -0.1 -0.6290
C 0.961 -2.421 -0.224 0.0 0.4 -0.8 0.6043
C -0.057 -1.944 0.579 -0.2 0.1 0.0 0.7861
C -0.368 -2.550 1.783 -0.2 0.0 -0.1 -0.7906
C 0.366 -3.643 2.207 -0.1 0.0 0.0 -0.7648
C 1.393 -4.131 1.417 0.1 -0.1 0.0 -0.8381
C 1.675 -3.536 0.201 0.0 0.1 -0.2 -0.8303
H 0.975 1.032 -2.716 -0.2 -0.1 0.0 0.9366
H 0.204 0.511 -1.201 1.3 0.2 -0.2 -1.0664
H 3.051 1.442 -1.682 0.0 -0.2 0.0 0.6640
H 2.708 0.396 -0.319 0.0 0.0 -0.1 -1.0137
H 1.264 3.033 -0.835 0.0 0.1 0.1 0.5355
H 2.620 2.832 0.275 0.0 0.1 0.0 0.6211
H -0.510 0.032 3.656 -0.1 0.0 0.1 0.3302
H 0.449 -1.422 5.393 -0.1 0.0 0.1 0.4449
H 2.803 -2.140 5.244 0.0 -0.1 0.1 0.4144
H 4.191 -1.400 3.352 0.1 0.0 0.0 0.4949
H 3.283 0.123 1.665 0.0 0.0 0.0 0.4302
H 3.216 2.558 2.301 0.1 0.0 0.0 0.1442
H 4.224 3.756 4.184 0.1 0.0 0.0 0.4304
H 2.786 4.863 5.863 0.0 0.1 0.0 0.3885
H 0.330 4.825 5.594 0.0 0.0 0.1 0.4155
H -0.682 3.620 3.685 0.0 0.1 0.1 0.3847
H 3.518 -1.841 0.233 0.0 0.1 0.0 0.2199
H 5.943 -1.585 0.475 0.0 0.0 0.1 0.4513
H 7.356 -1.197 -1.504 0.1 0.0 0.0 0.4008
H 6.321 -1.020 -3.737 0.1 0.0 -0.1 0.4215
H 3.881 -1.251 -3.982 0.1 0.0 -0.2 0.3931
H -0.667 -1.085 0.259 0.5 -0.6 0.5 -0.2933
H -1.189 -2.175 2.375 0.0 0.1 0.1 0.4694
H 0.126 -4.125 3.142 0.0 0.0 0.1 0.4755
H 1.968 -4.987 1.736 0.0 -0.1 0.1 0.4383
H 2.459 -3.929 -0.432 0.1 -0.1 0.1 0.5707
```
Forces are in eV/Å.

Number 1: E_HOMO -0.33470 hartree. Number 2: E_HOMO -0.39551 hartree.